<P>
The following is a quantum chemistry calculation of a molecular structure, C10H13LiN5O7, from OMol25.

Computed properties:
* highest occupied orbital energy: -12.0 eV
* net charge: +1

Positions of all 36 atoms, in Å:
Li -1.55 -0.84 -1.61
O -4.22 1.27 4.56
N -3.04 1.01 4.64
O -2.39 1.00 5.66
C -2.37 0.58 3.41
C -1.04 0.24 3.45
C -0.39 -0.16 2.29
C -1.08 -0.28 1.06
O -0.59 -0.73 -0.02
C -2.44 0.15 1.10
C -3.11 0.55 2.22
N -3.00 0.08 -0.24
O -3.57 -0.94 -0.58
O -2.65 0.95 -1.02
N 1.03 -0.44 2.33
O 1.55 -0.61 3.41
O 1.65 -0.52 1.26
H -0.49 0.29 4.39
H -4.15 0.85 2.21
N 2.93 0.00 -1.60
C 2.83 -1.17 -2.55
C 1.42 -1.22 -3.17
N 0.45 -0.65 -2.26
C 0.67 0.79 -2.06
C 2.15 1.17 -2.12
H 3.91 0.25 -1.47
H 2.56 -0.26 -0.68
H 3.02 -2.07 -1.96
H 3.62 -1.07 -3.29
H 1.17 -2.26 -3.38
H 1.38 -0.69 -4.13
H 0.48 -1.08 -1.34
H 0.27 1.04 -1.08
H 0.12 1.37 -2.81
H 2.37 2.03 -1.49
H 2.51 1.37 -3.13


<Q>
The following is a quantum chemistry calculation of a molecular structure, C10H13LiN5O7, from OMol25.

Computed properties:
* highest occupied orbital energy: -11.6 eV
* net charge: +1

Positions of all 36 atoms, in Å:
Li 0.53 -0.96 -1.87
O -3.63 4.82 -0.55
N -4.14 3.73 -0.34
O -5.28 3.55 0.01
C -3.30 2.55 -0.54
C -3.85 1.28 -0.31
C -3.06 0.19 -0.49
C -1.71 0.23 -0.97
O -1.09 -0.84 -1.21
C -1.20 1.57 -1.13
C -2.00 2.70 -0.92
N 0.17 1.82 -1.46
O 0.94 0.86 -1.72
O 0.60 2.95 -1.43
N -3.58 -1.14 -0.16
O -4.57 -1.51 -0.73
O -2.97 -1.76 0.70
H -4.88 1.18 0.01
H -1.59 3.69 -1.07
N 3.21 -1.85 1.90
C 4.04 -1.69 0.65
C 3.15 -1.25 -0.52
N 1.79 -1.79 -0.43
C 1.07 -1.32 0.78
C 2.03 -0.92 1.91
H 3.79 -1.70 2.73
H 2.87 -2.81 1.97
H 4.52 -2.65 0.46
H 4.81 -0.95 0.86
H 3.62 -1.57 -1.45
H 3.07 -0.16 -0.56
H 1.80 -2.80 -0.45
H 0.39 -2.10 1.11
H 0.46 -0.45 0.55
H 1.55 -0.98 2.89
H 2.42 0.08 1.78


Which is more stable than every other structure shown? <Q> is more stable than every other one.